A:
DFT (the ωB97M-V functional and the def2-TZVPD basis) results for the molecule C7H12.

The geometry in ORCA input format:
```
! RIJCOSX wB97M-V def2-TZVPD def2/J DEFGRID3
* xyz 0 1
H 0.250 1.069 1.947
H 2.096 0.120 -1.086
C 1.650 1.111 -1.016
C 1.035 -0.772 1.250
H -1.415 -1.110 -2.546
H 0.352 2.429 -0.062
H 0.068 -1.121 -1.450
H -2.725 0.023 -0.900
H -1.825 1.164 0.939
C -1.275 0.241 0.710
C -1.685 -0.204 -0.672
H 0.593 -1.330 2.083
C 0.782 1.425 -0.062
H 1.057 -1.443 0.386
H -1.651 -0.508 1.419
C -0.974 -0.854 -1.588
H 1.919 1.826 -1.788
H 2.070 -0.532 1.518
C 0.227 0.505 1.001
*
```

Results
- E_LUMO: 1.1 eV
- E_HOMO: -9.30 eV
- Structure (SMILES): C=CC[C@@H](C)C=C


B:
DFT (the ωB97M-V functional and the def2-TZVPD basis) results for a structure of composition C7H12.

The geometry in ORCA input format:
```
! RIJCOSX wB97M-V def2-TZVPD def2/J DEFGRID3
* xyz 0 1
H -2.832 0.548 1.537
C 1.445 -0.567 -0.728
C -0.010 -0.260 1.052
H 3.098 0.410 -1.745
C -2.149 -0.447 -0.389
H -1.512 -1.973 1.144
H 1.087 -0.570 0.567
C -2.013 0.366 0.843
H -0.493 1.656 -0.113
C -1.244 -1.006 0.712
H 2.276 1.420 -0.537
C 2.613 0.396 -0.755
C -0.674 1.114 0.829
H -0.502 1.801 1.669
H -1.714 -0.081 -1.323
H -3.085 -0.995 -0.509
H 0.629 -0.308 -1.408
H 1.703 -1.629 -0.832
H 3.376 0.124 -0.013
*
```

Results
- E_LUMO: 1.1 eV
- E_HOMO: -7.40 eV


Which of them is the least stable? Correct choice: B.


A:
DFT (the ωB97M-V functional and the def2-TZVPD basis) results for the molecule C3H7NOS2.

The geometry in ORCA input format:
```
! RIJCOSX wB97M-V def2-TZVPD def2/J DEFGRID3
* xyz 0 1
H 1.001 0.614 1.511
C -0.842 -0.198 -0.183
H 1.602 -1.678 0.768
H -3.771 -0.821 0.502
H 1.780 -1.380 -0.908
H 2.740 -0.429 0.073
S -3.422 0.233 -0.264
S 1.247 1.949 -0.581
C 0.743 0.335 0.432
H -1.715 1.265 1.056
C 1.743 -0.842 0.069
O -0.824 -0.938 -1.136
H 1.559 1.398 -1.730
N -1.841 0.491 0.390
*
```

Results
- E_LUMO: 0.5 eV
- E_HOMO: -9.09 eV
- Structure (SMILES): C[C@@H](S)C(=O)NS


B:
DFT (the ωB97M-V functional and the def2-TZVPD basis) results for the molecule C3H7NOS2.

The geometry in ORCA input format:
```
! RIJCOSX wB97M-V def2-TZVPD def2/J DEFGRID3
* xyz 0 1
H 0.402 1.057 1.319
C 1.517 -1.580 2.588
H -1.528 -0.243 0.289
H 1.540 -0.072 0.446
N 0.534 -0.795 2.072
H -0.162 -0.569 2.770
H 2.313 -1.704 1.840
H -0.350 -1.108 -0.738
O 1.500 -2.011 3.711
S -0.601 1.326 -1.150
S -1.133 0.707 -3.058
H 0.078 0.746 -3.670
C -0.523 -0.206 -0.139
C 0.546 0.063 0.882
*
```

Results
- E_LUMO: 0.3 eV
- E_HOMO: -9.45 eV
- Structure (SMILES): O=CNCCSS


Which of them is the least stable? Correct choice: A.


A:
DFT (the ωB97M-V functional and the def2-TZVPD basis) results for a cluster of 2 separate species, C3H7NOS2 in total.

The geometry in ORCA input format:
```
! RIJCOSX wB97M-V def2-TZVPD def2/J DEFGRID3
* xyz 0 1
H 0.658 -1.308 -0.843
H -1.199 0.421 -1.710
C 0.423 -0.604 1.004
O -1.072 -2.110 -0.214
H -1.589 -2.232 0.618
S -2.888 0.478 0.078
H 1.687 1.729 -0.839
C -1.471 0.770 -0.602
H -0.080 -0.797 1.931
H -0.543 1.258 -0.318
C 0.059 -1.327 -0.019
H 1.452 0.872 1.795
N 1.312 0.410 0.957
S 2.432 0.688 -0.271
*
```

Results
- E_LUMO: -0.1 eV
- E_HOMO: -7.94 eV
- Structure (SMILES): O/C=C/NS.C=S


B:
DFT (the ωB97M-V functional and the def2-TZVPD basis) results for the molecule C3H7NOS2.

The geometry in ORCA input format:
```
! RIJCOSX wB97M-V def2-TZVPD def2/J DEFGRID3
* xyz 0 1
C -0.074 -0.978 1.650
H -0.406 -0.174 2.349
C 0.265 1.480 -2.988
H -0.222 2.753 -0.821
H 0.080 2.565 -3.147
N -0.362 -0.702 0.360
H -0.668 0.948 -3.032
C 0.238 1.727 -0.662
S -1.187 0.692 -0.164
O 0.934 1.262 -1.759
H 0.923 1.761 0.156
S 0.682 -2.325 2.175
H -0.045 -1.385 -0.336
H 0.900 1.109 -3.789
*
```

Results
- E_LUMO: 0.5 eV
- E_HOMO: -8.61 eV
- Structure (SMILES): COCSNC=S


Which of them is the least stable? Correct choice: A.


A:
DFT (the ωB97M-V functional and the def2-TZVPD basis) results for the molecule C4H8ClN.

The geometry in ORCA input format:
```
! RIJCOSX wB97M-V def2-TZVPD def2/J DEFGRID3
* xyz 0 1
Cl 2.389 0.153 0.624
C 0.710 0.108 0.294
N 0.769 -2.194 -0.631
H -1.559 2.366 -0.815
H 0.813 -1.868 -1.667
C 0.076 1.300 0.124
H 1.721 -2.345 -0.349
H 0.779 2.172 0.169
H -0.955 -1.240 0.020
H -1.955 0.762 -0.137
H -1.730 2.140 0.917
C -1.352 1.666 -0.001
H 0.141 -1.758 1.206
C 0.151 -1.262 0.246
*
```

Results
- E_LUMO: 1.0 eV
- E_HOMO: -9.05 eV
- Structure (SMILES): C/C=C(/Cl)CN


B:
DFT (the ωB97M-V functional and the def2-TZVPD basis) results for a structure of composition C4H8ClN.

The geometry in ORCA input format:
```
! RIJCOSX wB97M-V def2-TZVPD def2/J DEFGRID3
* xyz 0 1
H -0.161 1.941 -0.938
H 0.197 1.238 0.937
C -0.941 -0.326 0.436
H -1.772 0.239 0.466
C 0.360 0.230 0.857
N 1.153 -0.402 1.738
C -0.321 0.812 -1.550
H -1.257 -1.356 0.632
H 2.207 -0.424 1.487
H -1.526 0.633 -1.985
H 0.401 0.652 -2.670
C -0.005 -0.245 -0.542
Cl 0.945 -1.658 -0.986
H 0.720 -1.333 2.118
*
```

Results
- E_LUMO: 0.9 eV
- E_HOMO: -8.82 eV


C:
DFT (the ωB97M-V functional and the def2-TZVPD basis) results for the molecule C4H8ClN.

The geometry in ORCA input format:
```
! RIJCOSX wB97M-V def2-TZVPD def2/J DEFGRID3
* xyz 0 1
C -0.757 0.312 0.541
H 2.076 0.198 1.456
N 2.829 -0.359 -0.397
C -0.100 1.405 -0.206
H 1.684 -1.391 0.909
H 0.374 -0.341 -1.081
H 2.665 -1.064 -1.110
H -0.319 1.423 -1.273
H 0.089 2.338 0.251
H 2.879 0.543 -0.855
H -0.920 0.528 1.627
C 1.738 -0.359 0.620
Cl -2.159 -0.467 -0.166
C 0.516 0.012 -0.009
*
```

Results
- E_LUMO: 1.1 eV
- E_HOMO: -9.39 eV
- Structure (SMILES): NC[C@@H]1C[C@H]1Cl


Which of them is the least stable? Correct choice: B.


A:
DFT (the ωB97M-V functional and the def2-TZVPD basis) results for the molecule C2H8N4S.

The geometry in ORCA input format:
```
! RIJCOSX wB97M-V def2-TZVPD def2/J DEFGRID3
* xyz 0 1
H 1.517 0.879 -1.095
N -2.811 -0.309 -0.229
N 0.278 1.484 0.071
H 2.054 -2.315 0.368
S 0.372 -0.966 -0.673
H 2.249 -0.512 0.732
N 1.613 1.475 -0.290
N -1.752 0.420 0.404
C 1.562 -1.330 0.539
H -2.708 -0.036 -1.144
H -2.696 -1.349 -0.120
H -2.174 1.248 0.714
H 1.737 2.458 -0.779
H 1.180 -1.569 1.523
C -0.420 0.422 -0.019
*
```

Results
- E_LUMO: 0.7 eV
- E_HOMO: -8.34 eV
- Structure (SMILES): CS/C(=N\N)NN


B:
DFT (the ωB97M-V functional and the def2-TZVPD basis) results for the molecule C2H8N4S.

The geometry in ORCA input format:
```
! RIJCOSX wB97M-V def2-TZVPD def2/J DEFGRID3
* xyz 0 1
H 1.716 -1.756 -1.085
N 1.078 -0.450 0.530
H 1.783 -2.413 0.470
H -0.106 -2.235 -0.295
N -1.879 0.023 0.167
S -0.032 3.206 -0.623
H -1.901 2.031 0.778
C 1.063 -1.775 -0.215
H -1.643 -0.163 -0.817
C -0.142 1.632 -0.115
H 1.605 1.138 -0.790
H -1.280 -0.781 0.627
H 0.257 -0.397 1.282
N 0.774 0.656 -0.344
N -1.294 1.282 0.430
*
```

Results
- E_LUMO: 0.6 eV
- E_HOMO: -8.16 eV
- Structure (SMILES): CNNC(=S)NN


Which of them is the least stable? Correct choice: B.


A:
DFT (the ωB97M-V functional and the def2-TZVPD basis) results for a cluster of 2 separate species, C4H14N in total.

The geometry in ORCA input format:
```
! RIJCOSX wB97M-V def2-TZVPD def2/J DEFGRID3
* xyz 1 1
H -1.876 0.317 -1.446
H -1.601 2.057 0.726
C -0.369 1.745 -1.083
H 1.245 -3.518 0.815
H 1.280 -0.581 1.233
H 0.024 1.459 1.093
C -0.566 2.042 0.382
C 0.916 -2.526 0.518
H 1.480 -1.955 2.518
H -0.504 0.188 -2.409
H -0.084 -1.237 2.031
H 1.515 -2.097 -0.281
N -0.855 0.377 -1.470
H -0.118 -2.724 0.209
H -0.214 3.061 0.571
H -0.694 2.630 -1.636
H 0.687 1.750 -1.362
C 0.927 -1.497 1.708
H -0.411 -0.342 -0.891
*
```

Results
- E_LUMO: -3.8 eV
- E_HOMO: -15.15 eV


B:
DFT (the ωB97M-V functional and the def2-TZVPD basis) results for a cluster of 2 separate species, C4H14N in total.

The geometry in ORCA input format:
```
! RIJCOSX wB97M-V def2-TZVPD def2/J DEFGRID3
* xyz 1 1
H 1.666 -1.000 -1.650
H -3.570 -0.850 0.161
C 1.928 0.467 -0.135
H 2.946 0.862 0.107
C 1.476 -0.333 1.109
C -1.866 0.215 0.617
H 1.933 0.644 -2.236
H 1.025 0.337 1.797
H 3.149 -0.438 -1.736
N 2.182 -0.130 -1.482
H -2.091 0.534 1.713
C -3.225 0.135 -0.170
H -1.488 -0.832 0.929
H 1.220 1.333 -0.232
H -1.200 0.698 0.057
H -3.177 -0.363 -1.266
H 0.893 -1.235 0.860
H -3.976 0.912 -0.041
H 2.174 -0.955 1.599
*
```

Results
- E_LUMO: -4.1 eV
- E_HOMO: -13.94 eV


C:
DFT (the ωB97M-V functional and the def2-TZVPD basis) results for a cluster of 2 separate species, C4H14N in total.

The geometry in ORCA input format:
```
! RIJCOSX wB97M-V def2-TZVPD def2/J DEFGRID3
* xyz 1 1
C 0.613 -2.018 -1.023
N -0.538 -1.054 -0.850
H 2.125 -1.351 0.562
H 1.379 -1.798 -1.815
C -0.490 2.351 1.481
H -0.306 3.469 1.566
C 1.417 -2.150 0.208
H -1.093 -1.240 -0.007
H 0.773 -2.275 1.105
H -1.026 1.768 2.174
H -0.180 -0.109 -0.663
H 0.604 2.244 1.388
H 2.025 -3.033 -0.002
H -1.306 3.286 -0.173
H -1.199 -0.938 -1.631
H -0.144 2.056 -0.622
H 0.216 -2.959 -1.400
H -1.824 1.517 -0.278
C -1.046 2.233 -0.019
*
```

Results
- E_LUMO: -3.7 eV
- E_HOMO: -14.54 eV


Which of them is the least stable? Correct choice: B.